(1)
A 2-piece molecular cluster, C4H10NO2 overall. Source: the Open Molecules 2025 dataset; level of theory: ωB97M-V with the def2-TZVPD basis set.

frontier orbital gap: 10.95 eV
relative energy (zero: lowest compared OMol25 entry of this formula, charge and spin): 24.1 kcal/mol
net charge: +1
E_HOMO: -15.321 eV
E_LUMO: -0.1607 Ha

The geometry in XYZ format:
```
17
C4H10NO2, DFT ωB97M-V with the def2-TZVPD basis set
O 0.2950 -2.3693 0.2159
O 0.5092 -1.7816 -1.9088
N -0.8554 0.1416 0.7347
C 0.8332 1.7190 -0.1151
C -0.0284 1.3093 1.0708
C 0.9324 -2.3962 -0.8051
C -2.1129 0.1292 0.6210
H -0.3497 -0.7386 0.5249
H -2.6768 1.0442 0.7665
H 1.9033 -2.8981 -0.8870
H 1.4546 0.8952 -0.4576
H 0.5945 1.0204 1.9172
H 0.2150 2.0585 -0.9433
H 1.4968 2.5190 0.2049
H -0.6950 2.1120 1.3753
H 1.1021 -1.9825 -2.6462
H -2.6179 -0.7820 0.3321
```

Results of the natural (NBO) charge analysis, in e, for atoms 1 through 5: -0.6065, -0.6602, -0.3850, -0.6171, -0.2339

=====

(2)
A 4-piece molecular cluster, C2H14N2O3 overall at a distorted geometry. Source: the Open Molecules 2025 dataset; level of theory: ωB97M-V with the def2-TZVPD basis set.

frontier orbital gap: 9.57 eV
relative energy (zero: lowest compared OMol25 entry of this formula, charge and spin): 42.4 kcal/mol
E_HOMO: -9.360 eV
E_LUMO: 0.0076 Ha

The geometry in XYZ format:
```
21
C2H14N2O3, DFT ωB97M-V with the def2-TZVPD basis set
O -3.8035 -0.8786 1.0381
O 3.2212 -1.5872 -0.9483
O 4.6676 0.3089 0.9953
N -1.2450 -1.2227 -0.2567
N -1.2397 2.5748 -0.3347
C -1.5934 1.2150 -0.6100
C -0.7279 0.1626 -0.0087
H -0.8894 0.1722 1.0717
H 2.3475 -1.8154 -0.6255
H 4.6085 1.3237 1.1753
H -2.0290 3.2108 -0.4046
H 0.3235 0.3497 -0.3589
H -3.8276 -1.7203 1.4969
H 4.1600 0.2055 0.0406
H 3.4777 -2.3874 -1.4419
H -2.6727 0.8553 -0.3612
H -1.3834 1.0504 -1.6428
H -0.8386 2.6945 0.5591
H -0.7037 -1.8918 0.2178
H -2.8725 -1.0762 0.7009
H -1.0613 -1.4471 -1.2556
```

Results of the natural (NBO) charge analysis, in e, for atoms 1 through 5: -0.9664, -0.9429, -0.9591, -0.8421, -0.8357

=====

(3)
C23H30FN2OS as an isolated structure at a distorted geometry. Source: the Open Molecules 2025 dataset; level of theory: ωB97M-V with the def2-TZVPD basis set.

frontier orbital gap: 5.62 eV
net charge: -1
E_HOMO: -3.821 eV
E_LUMO: 0.0659 Ha

The geometry in XYZ format:
```
58
C23H30FN2OS, DFT ωB97M-V with the def2-TZVPD basis set
S -2.2239 -0.1998 5.4407
F 3.7681 4.1366 -0.8404
O 0.0118 3.6943 4.8236
N -1.5590 1.2889 5.6010
N -1.6376 -0.6990 4.0007
C -0.8461 1.4390 4.4806
C 1.2683 1.3529 0.5475
C 0.0025 -4.2412 -1.1661
C -2.0935 -4.5083 -4.5715
C -0.3384 -0.9550 1.3558
C 1.3875 -2.2691 -0.1403
C 0.9216 -1.8822 1.2919
C -0.1894 0.2683 2.2636
C 0.5614 1.3864 1.9025
C 0.4586 6.3656 0.0348
C 0.4300 4.0143 -0.5150
C 0.6094 2.5212 2.8214
C -0.9882 -4.0778 -3.5568
C -1.2397 -4.5096 -2.0915
C -0.1793 5.3124 -0.5910
C -3.5718 -4.3117 -4.0800
C -0.0578 2.5602 4.0160
C 0.2558 -2.7082 -1.1140
C 1.6969 6.2520 0.7159
C 2.3233 2.4846 0.3168
C 1.6411 3.8641 0.1611
C 2.3023 4.9915 0.7807
C -0.8710 0.3165 3.5405
H 1.1974 3.4118 2.5716
H -4.0614 -3.5628 -4.7344
H -0.8278 -2.9923 -3.6730
H 3.2469 4.8397 1.3098
H 2.2000 7.0801 1.2261
H -1.9710 -3.8550 -5.4613
H -4.1150 -5.2559 -4.2782
H -0.0270 7.3542 0.0084
H 0.5604 1.3735 -0.3053
H 1.7808 -1.3913 1.7952
H -0.4623 4.4056 4.3693
H 0.5795 -2.4024 -2.1309
H 3.1306 2.4989 1.0674
H 1.9144 -1.4163 -0.6135
H -0.0527 -4.5882 -3.8793
H -3.6707 -3.9748 -3.0391
H 1.8094 0.3895 0.4680
H -1.1392 5.3878 -1.1155
H 2.1418 -3.0838 -0.0864
H -0.7171 -2.2125 -0.9490
H 0.7088 -2.7914 1.8847
H -2.0696 -3.8930 -1.6841
H 0.8970 -4.7740 -1.5392
H -0.6467 -0.5816 0.3590
H -0.2887 -4.6249 -0.1651
H -1.9550 -5.5389 -4.9540
H -1.5569 -5.5661 -2.0028
H -1.1631 -1.5634 1.7730
H 2.7900 2.2796 -0.6629
H -0.0760 3.1612 -0.9871
```

Results of the natural (NBO) charge analysis, in e, for atoms 1 through 5: 0.8530, -0.9039, -0.6986, -0.5825, -0.6246

=====

(4)
A 13-piece molecular cluster, C74H180Cl3N10O9 overall at a distorted geometry. Source: the Open Molecules 2025 dataset; level of theory: ωB97M-V with the def2-TZVPD basis set.

frontier orbital gap: 6.13 eV
net charge: +7
E_HOMO: -17.650 eV
E_LUMO: -0.4234 Ha

The geometry in XYZ format:
```
276
C74H180Cl3N10O9, DFT ωB97M-V with the def2-TZVPD basis set
Cl -27.9186 6.0142 -22.3125
Cl -31.0313 3.5538 -15.8492
Cl -25.0258 2.6822 -19.1661
O -32.8796 6.1903 -12.8495
O -20.6443 5.5608 -13.0937
O -21.5243 7.9347 -9.4644
O -20.0224 7.6977 -16.7365
O -26.2801 12.8291 -19.6036
O -31.8277 -0.7669 -20.3702
O -26.0002 7.7820 -18.7253
O -23.7967 8.0265 -13.0164
O -30.7049 14.4071 -18.0842
N -30.8701 8.8589 -23.3855
N -34.9855 6.4701 -10.6316
N -24.2912 4.9331 -24.3393
N -18.7046 5.8979 -15.0889
N -21.9816 9.6488 -11.5040
N -28.3554 5.2814 -18.4119
N -22.7585 1.0723 -16.1146
N -27.9394 10.4943 -14.6569
N -29.1680 -0.8227 -19.1187
N -28.7374 14.4056 -19.9904
C -27.3256 11.8224 -15.2456
C -29.5231 5.2656 -19.3643
C -27.1180 5.5886 -19.1972
C -24.5988 3.8885 -26.4190
C -37.5438 6.3418 -10.8565
C -31.6693 9.8251 -24.1139
C -27.4203 3.6753 -16.6450
C -34.9459 5.5726 -11.8048
C -18.5964 7.4772 -16.8905
C -22.7136 8.5861 -13.6984
C -27.6874 13.1526 -14.5808
C -27.2308 12.6505 -20.6488
C -30.1081 14.9246 -20.3580
C -25.4431 5.9220 -24.5012
C -18.2206 6.0762 -16.5043
C -25.3463 3.0957 -25.3318
C -22.1675 7.2409 -21.9643
C -29.7973 -0.6073 -17.7828
C -20.5006 8.8178 -9.7463
C -23.5366 4.6461 -25.5918
C -22.4805 0.9028 -14.6699
C -28.7445 -2.8498 -20.6469
C -19.6323 4.6585 -13.1238
C -29.2317 8.7720 -25.1420
C -30.2475 7.8902 -24.4171
C -20.5550 8.9288 -17.2852
C -33.6520 5.1141 -12.4582
C -22.3697 9.8686 -12.9614
C -27.2877 9.4593 -15.5544
C -21.4847 5.3361 -11.9421
C -36.3062 6.2818 -9.9500
C -29.4589 10.3474 -14.7595
C -24.1835 0.6588 -16.3288
C -22.9930 4.9172 -16.9886
C -23.2838 3.6182 -16.1521
C -26.9718 -1.3581 -17.9585
C -33.7943 6.2299 -9.7285
C -28.8506 10.0172 -12.4767
C -32.9018 7.3419 -22.8107
C -22.9373 6.7673 -23.2230
C -24.6100 7.1522 -13.7778
C -34.9199 7.8258 -11.1182
C -21.9749 -1.1681 -15.9365
C -27.5242 10.2897 -13.1969
C -29.7703 9.4711 -13.5401
C -19.1273 4.5613 -14.5649
C -28.6553 9.6510 -24.0345
C -22.3974 -0.5778 -14.5595
C -29.4366 -2.2480 -19.4123
C -23.3935 5.3313 -23.0984
C -31.0751 0.4388 -20.2266
C -29.5959 9.4570 -22.7830
C -27.7225 -0.5287 -18.9688
C -25.2390 8.7210 -19.4578
C -30.5160 15.7815 -17.6633
C -32.0000 5.8776 -13.8999
C -28.2546 3.8551 -17.9121
C -26.9118 7.0807 -19.5781
C -28.4824 6.2528 -17.2863
C -31.1792 14.2660 -19.4182
C -27.9187 13.8713 -21.1420
C -21.6494 7.5965 -8.0279
C -20.5723 9.1596 -11.2544
C -29.6180 0.1087 -20.1469
C -29.8239 7.0079 -17.1644
C -33.0023 5.9424 -22.2403
C -27.1387 14.3164 -15.4395
C -33.2159 -0.6188 -20.5858
C -21.8914 0.0966 -16.7855
C -31.5994 8.0856 -22.2979
C -22.4985 2.4542 -16.7145
C -25.0341 13.4506 -20.0555
C -33.7498 7.0164 -8.3859
C -24.8262 3.5895 -24.0053
H -35.1291 8.4554 -10.2662
H -23.5679 5.7682 -16.6125
H -20.8212 6.9941 -7.6512
H -33.0223 6.1090 -21.1655
H -21.7774 8.5184 -7.4651
H -30.8651 -0.8476 -17.8227
H -21.7658 -0.8806 -13.7089
H -20.4986 9.6807 -9.0735
H -22.9827 8.8414 -14.7386
H -26.1779 5.1871 -18.7416
H -18.0602 6.3723 -14.4369
H -29.1453 10.9981 -12.1061
H -30.5124 -2.3277 -19.4979
H -24.9910 7.6102 -14.7193
H -20.8872 0.5377 -16.7162
H -27.7140 3.3374 -18.7299
H -24.0748 3.2032 -27.0555
H -27.6461 -2.7853 -20.6865
H -33.6565 -1.6052 -20.5479
H -27.3147 -2.3807 -17.9700
H -23.3435 4.7591 -18.0100
H -22.3520 5.9535 -12.0676
H -29.7687 7.4667 -16.1725
H -24.3295 -0.3957 -16.1155
H -19.5250 6.5228 -15.0073
H -27.7155 8.4979 -15.3233
H -30.2526 14.7435 -21.4595
H -22.2123 -0.0383 -17.7952
H -26.7644 9.5224 -13.1039
H -30.9850 7.4914 -25.1007
H -24.2695 13.0719 -19.3944
H -24.9245 9.5101 -18.7557
H -29.0984 -2.7934 -18.5365
H -27.4477 14.2651 -16.4781
H -25.5914 3.7943 -23.2316
H -24.1161 6.2270 -14.0807
H -21.8463 7.9021 -13.6793
H -29.9467 7.8225 -17.9205
H -32.5132 5.4115 -14.7531
H -22.7464 9.0947 -11.0616
H -22.6514 4.0642 -25.3204
H -27.2038 5.0286 -20.1116
H -37.7691 7.2972 -11.3451
H -23.3138 10.4432 -12.9544
H -21.5697 10.3651 -13.4502
H -33.1194 4.2390 -12.0076
H -24.3203 3.3469 -16.0730
H -22.0225 10.5554 -11.0516
H -29.4884 16.0940 -17.8771
H -21.6228 8.8712 -17.1344
H -29.2857 4.6068 -20.2090
H -31.7294 8.6522 -21.3902
H -32.1933 14.6355 -19.5124
H -19.8445 9.9128 -11.5370
H -22.5554 4.6321 -23.1876
H -27.1506 13.1160 -13.6321
H -27.8826 11.8742 -20.2630
H -33.8191 5.1422 -9.5832
H -29.8177 7.1271 -23.8023
H -30.7850 9.5168 -13.1564
H -27.3852 9.6363 -16.6358
H -26.6952 4.4891 -16.6073
H -31.2339 16.3649 -18.2700
H -29.8254 9.8533 -15.6635
H -28.5395 8.0941 -25.6429
H -29.3136 -1.2926 -17.0759
H -22.7360 -1.8561 -16.3255
H -34.6133 6.7989 -7.7836
H -25.0399 6.8489 -24.9235
H -28.7850 13.2705 -14.4173
H -35.5233 6.0407 -12.5883
H -29.2409 3.4594 -17.7232
H -30.9111 7.2672 -22.0242
H -28.2562 5.6213 -16.4299
H -32.1706 5.2958 -22.4802
H -26.1171 5.5334 -25.2734
H -27.6208 11.7936 -16.3120
H -24.0483 2.9662 -23.5621
H -29.8623 11.3314 -14.6042
H -18.2006 3.9698 -14.4647
H -23.3572 -0.9883 -14.2893
H -30.1149 16.0030 -20.2266
H -31.1989 1.0926 -21.0925
H -27.1756 -1.0110 -16.9551
H -32.9191 7.2447 -23.9048
H -25.9234 -1.3579 -18.2375
H -26.4026 3.4004 -25.4222
H -19.9422 3.6358 -12.8368
H -26.0024 6.0304 -23.5985
H -21.4443 2.6025 -16.5459
H -27.6262 6.9184 -17.3237
H -29.6880 0.4275 -17.4043
H -23.2923 1.3660 -14.1082
H -28.8457 13.7141 -19.2524
H -20.1144 9.7895 -16.7987
H -18.8268 4.9504 -12.4629
H -31.4770 6.7407 -14.2653
H -30.7655 15.9669 -16.6205
H -33.3903 -0.1597 -21.5557
H -32.8998 6.4218 -10.3394
H -29.1394 -3.8630 -20.7259
H -26.8429 2.7708 -16.8408
H -23.7955 7.4019 -23.4529
H -21.9183 5.1100 -16.9497
H -22.5864 7.0509 -7.9978
H -28.6761 10.6709 -24.4118
H -38.3640 6.0148 -10.2490
H -30.3934 4.8817 -18.8635
H -25.1884 14.5107 -19.9962
H -24.5094 0.9131 -17.3369
H -18.7067 5.4099 -17.2202
H -33.9398 7.9776 -11.5488
H -20.3242 8.9505 -18.3688
H -24.0382 5.1094 -22.2295
H -22.3163 6.7985 -24.1296
H -33.6759 -0.0914 -19.7390
H -20.9928 5.6190 -11.0086
H -29.6681 9.3983 -25.8732
H -33.8806 7.7575 -22.6040
H -22.7661 2.3545 -17.7665
H -25.3341 1.9912 -25.3531
H -27.0303 11.1933 -12.8280
H -21.7403 4.2808 -11.9394
H -26.0367 14.2500 -15.5156
H -24.3393 8.2934 -19.9120
H -36.3285 7.0101 -9.1532
H -32.9575 6.4908 -7.8646
H -21.2144 6.7356 -21.9219
H -24.7816 13.2202 -21.0913
H -28.9858 0.9586 -20.0257
H -18.1740 7.7057 -17.8722
H -28.0815 3.5542 -15.7752
H -27.3871 15.3072 -15.0347
H -29.5796 8.4164 -13.7905
H -25.3979 6.8533 -13.0810
H -20.4611 8.2424 -11.8600
H -36.2232 5.2961 -9.4447
H -29.2979 -0.3494 -21.0919
H -22.8838 3.8479 -15.1564
H -21.9777 8.2979 -21.8423
H -33.5477 8.0907 -8.4591
H -37.4390 5.5492 -11.5721
H -24.7763 1.1153 -15.5446
H -25.1274 4.6766 -26.9924
H -27.6487 9.4529 -23.6673
H -19.8962 4.0846 -15.1986
H -31.4991 0.9854 -19.4008
H -23.1671 5.5289 -26.1226
H -22.7619 6.9361 -21.1301
H -28.6680 9.3529 -11.6321
H -31.3033 5.1264 -13.5715
H -17.1425 5.9214 -16.5006
H -34.1274 4.6631 -13.3543
H -27.2749 -0.7147 -19.9493
H -28.2045 15.1154 -19.4970
H -29.1993 8.7228 -22.0733
H -31.0138 10.5276 -24.6142
H -26.2330 9.4010 -15.3464
H -31.0821 13.2156 -19.6068
H -30.7256 6.3909 -17.2031
H -32.3949 9.3775 -24.7893
H -26.6959 12.2625 -21.5211
H -27.1718 14.6431 -21.3982
H -29.8492 10.3752 -22.2555
H -32.2936 10.4694 -23.4780
H -27.8522 7.6688 -19.5626
H -35.7207 7.9285 -11.8461
H -21.0216 -1.7076 -15.8516
H -28.5521 13.7315 -22.0186
H -26.2462 11.5604 -15.1432
H -18.0896 8.1855 -16.2560
H -33.9224 5.4656 -22.5857
H -29.0967 -2.4684 -21.6040
H -19.5097 8.3074 -9.6082
H -25.8166 9.1889 -20.2617
H -21.5236 1.3323 -14.3982
H -29.6334 6.2446 -19.8167
H -26.6189 7.1362 -20.6290
H -35.4582 4.6239 -11.5391
H -27.5909 0.5445 -18.7364
```

Results of the Löwdin charge analysis, in e, for atoms 1 through 5: -0.0391, -0.3560, -0.2750, -0.1970, -0.2065